(1)
A molecular structure, C34H56As2BGdN7O3 at a distorted geometry. Source: the OMol25 dataset; level of theory: ωB97M-V/def2-TZVPD.

Results
Net charge ... +1
Multiplicity ... 8
HOMO level (alpha / beta) ... -10.197 / -10.198 eV
HOMO-LUMO gap (alpha / beta) ... 4.61 / 6.82 eV
Lowest unoccupied orbital energy (alpha / beta) ... -5.58 / -3.38 eV
<S²> ... 15.89

XYZ file:
```
104
C34H56As2BGdN7O3 ωB97M-V/def2-TZVPD
Gd 6.406 -16.603 -1.050
C 1.934 -14.218 -0.627
C 3.049 -14.824 0.160
C 2.987 -15.414 1.451
C 4.303 -15.887 1.714
N 5.125 -15.626 0.627
N 4.297 -14.935 -0.352
B 4.780 -14.143 -1.599
N 6.135 -13.540 -1.100
N 7.214 -14.471 -0.733
C 8.122 -13.736 -0.044
C 7.656 -12.431 0.153
C 6.432 -12.351 -0.593
C 5.529 -11.170 -0.907
C 9.368 -14.383 0.482
C 10.334 -13.289 0.996
C 9.056 -15.395 1.622
C 9.958 -15.178 -0.678
N 5.148 -15.002 -2.818
N 6.567 -15.154 -3.258
C 6.515 -15.759 -4.426
C 5.204 -16.028 -4.804
C 4.355 -15.535 -3.778
C 2.888 -15.771 -3.615
C 7.736 -16.223 -5.198
C 7.305 -17.462 -6.089
C 8.167 -15.037 -6.081
C 8.852 -16.593 -4.218
C 4.820 -16.397 3.044
C 5.436 -15.178 3.846
C 5.871 -17.471 2.737
C 3.694 -17.028 3.860
H 1.360 -13.499 0.003
H 1.215 -14.971 -0.956
H 2.379 -13.629 -1.437
H 2.167 -15.499 2.154
H 4.005 -13.284 -1.912
H 8.221 -11.659 0.647
H 6.111 -10.242 -0.825
H 4.563 -11.162 -0.282
H 5.173 -11.264 -1.976
H 9.857 -12.699 1.801
H 10.554 -12.579 0.151
H 11.243 -13.764 1.406
H 8.408 -14.922 2.368
H 10.019 -15.693 2.117
H 8.604 -16.346 1.332
H 9.871 -14.612 -1.634
H 9.394 -16.127 -0.827
H 11.005 -15.510 -0.576
H 4.809 -16.442 -5.721
H 2.679 -16.723 -4.163
H 2.330 -14.940 -4.098
H 2.576 -15.826 -2.533
H 6.482 -17.179 -6.752
H 6.880 -18.244 -5.444
H 8.098 -17.917 -6.640
H 7.384 -14.795 -6.852
H 9.087 -15.248 -6.611
H 8.333 -14.078 -5.559
H 8.584 -17.394 -3.528
H 9.166 -15.739 -3.598
H 9.740 -16.865 -4.796
H 6.217 -14.652 3.233
H 5.845 -15.480 4.840
H 4.717 -14.371 3.993
H 6.716 -17.089 2.137
H 5.482 -18.388 2.228
H 6.316 -17.821 3.701
H 2.960 -16.308 4.274
H 4.078 -17.577 4.716
H 3.063 -17.732 3.250
C 10.204 -19.612 -0.016
As 8.680 -20.296 1.059
C 9.721 -21.255 2.432
C 8.244 -21.809 -0.089
C 9.140 -22.394 -0.967
C 8.855 -23.615 -1.549
C 7.617 -24.225 -1.349
C 6.712 -23.588 -0.528
C 6.948 -22.337 0.012
As 5.614 -21.309 1.026
C 5.482 -22.471 2.657
C 4.134 -22.032 -0.060
H 11.074 -20.231 0.235
H 10.508 -18.608 0.365
H 9.991 -19.545 -1.088
H 10.478 -21.959 2.058
H 8.941 -21.739 3.038
H 10.230 -20.469 3.081
H 10.110 -21.885 -1.132
H 9.642 -24.215 -2.084
H 7.301 -25.152 -1.888
H 5.734 -24.088 -0.347
H 4.896 -23.399 2.535
H 5.100 -21.811 3.434
H 6.535 -22.695 2.864
H 4.263 -21.663 -1.084
H 3.197 -21.605 0.367
H 4.046 -23.125 -0.027
O 4.764 -19.696 -2.961
N 5.209 -18.657 -2.434
O 6.444 -18.299 -2.530
O 4.718 -18.144 -1.350
```

Atomic partial charges in e from the Löwdin method, atoms 1 to 5: 1.75, -0.02, -0.24, 0.07, -0.20

(2)
A molecular structure, C34H56AsCsF6N2O12S4 at a distorted geometry. Source: the OMol25 dataset; level of theory: ωB97M-V/def2-TZVPD.

Results
Net charge ... -1
Multiplicity ... 2
HOMO level (alpha / beta) ... -1.306 / -4.789 eV
HOMO-LUMO gap (alpha / beta) ... 1.80 / 5.28 eV
Lowest unoccupied orbital energy (alpha / beta) ... 0.49 / 0.49 eV
<S²> ... 0.76

XYZ file:
```
116
C34H56AsCsF6N2O12S4 ωB97M-V/def2-TZVPD
Cs -3.306 3.841 -1.390
As -0.420 0.608 -0.706
F 0.935 -0.553 -0.865
F -0.626 0.178 1.021
F -1.765 1.770 -0.515
F -0.151 1.067 -2.433
F -1.629 -0.646 -1.151
F 0.779 1.925 -0.283
C -1.710 -3.763 -1.522
C -0.615 -3.467 -0.711
C 0.350 -4.406 -0.494
C 0.263 -5.641 -1.114
C -0.809 -5.937 -1.988
C -1.794 -4.986 -2.150
N 1.312 -6.700 -0.974
O 2.272 -6.440 -0.186
O 1.242 -7.759 -1.632
H -2.500 -3.044 -1.678
H -0.662 -2.525 -0.185
H 1.109 -4.095 0.209
H -0.929 -6.938 -2.376
H -2.570 -5.175 -2.877
C 3.781 0.631 1.163
C 5.069 0.827 1.646
C 5.184 1.433 2.864
C 4.083 1.746 3.711
C 2.790 1.494 3.229
C 2.692 0.975 1.949
N 4.315 2.446 5.035
O 3.425 2.349 5.908
O 5.399 2.998 5.223
H 3.599 0.193 0.193
H 5.967 0.666 1.068
H 6.193 1.625 3.196
H 1.924 1.847 3.770
H 1.658 0.777 1.710
C 1.103 -0.589 5.955
C 1.575 -1.723 5.094
C 0.509 -2.441 4.315
C -0.284 -1.616 3.232
C -1.452 -2.445 2.548
C -2.566 -2.726 3.531
H 0.360 -0.931 6.676
H 0.635 0.278 5.489
H 1.931 -0.107 6.475
H 2.177 -1.343 4.269
H 2.288 -2.367 5.610
H -0.238 -2.786 5.029
H 0.763 -3.373 3.812
H -0.683 -0.663 3.581
H 0.377 -1.343 2.410
H -1.845 -1.750 1.805
H -1.143 -3.308 1.959
H -3.472 -3.127 3.076
H -2.340 -3.376 4.376
H -2.825 -1.802 4.048
C 4.680 -0.996 -3.792
C 4.929 -0.493 -5.186
C 5.023 1.038 -5.092
S 3.818 1.579 -3.829
O 2.588 2.072 -4.416
O 4.526 2.237 -2.751
C 3.536 -0.164 -3.206
H 5.607 -0.939 -3.223
H 4.483 -2.068 -3.786
H 4.063 -0.764 -5.790
H 5.866 -0.839 -5.620
H 4.931 1.582 -6.033
H 5.957 1.177 -4.547
H 2.584 -0.432 -3.665
H 3.409 -0.065 -2.128
C -3.001 -0.288 -4.952
C -3.903 -1.481 -4.445
C -4.706 -1.151 -3.198
S -5.099 0.665 -3.455
O -4.829 1.480 -2.305
O -6.402 0.838 -4.079
C -3.739 0.991 -4.757
H -2.612 -0.529 -5.942
H -2.117 -0.150 -4.330
H -3.282 -2.372 -4.358
H -4.658 -1.655 -5.211
H -4.059 -1.251 -2.327
H -5.537 -1.833 -3.013
H -3.203 1.924 -4.582
H -4.286 1.231 -5.668
C -6.783 -0.503 1.142
C -5.404 -0.514 0.435
C -4.317 -0.048 1.443
S -5.083 1.345 2.397
O -5.041 2.656 1.748
O -4.750 1.139 3.843
C -6.821 0.766 2.045
H -6.970 -1.352 1.800
H -7.664 -0.683 0.526
H -5.483 0.275 -0.313
H -5.083 -1.421 -0.078
H -3.304 0.235 1.155
H -4.191 -0.728 2.285
H -7.244 1.672 1.612
H -7.347 0.620 2.988
C 3.393 4.636 1.190
C 1.890 4.830 1.167
C 1.565 5.868 0.065
S 2.824 5.697 -1.271
O 3.460 7.029 -1.479
O 2.372 4.928 -2.458
C 3.990 4.630 -0.188
H 3.632 3.729 1.745
H 3.881 5.497 1.646
H 1.581 5.279 2.111
H 1.369 3.906 0.915
H 1.723 6.850 0.511
H 0.576 5.899 -0.393
H 4.997 5.029 -0.305
H 3.942 3.605 -0.557
```

Atomic partial charges in e from the Löwdin method, atoms 1 to 5: 1.05, 0.95, -0.26, -0.26, -0.47